The following is a DFT calculation (the ωB97M-V functional and the def2-TZVPD basis) of a structure of composition C3H8NOS in a non-equilibrium geometry.

Orbital gap = 10.49 eV
Total charge = +1
ΔE to the lowest compared entry with this formula, charge and spin = 8.8 kJ/mol
HOMO energy = -14.396 eV
LUMO energy = -0.14355 Eh
Total energy = -17606.3411 eV

Element x y z (Å)
1 C 1.66794 0.64933 -0.05269
2 C 2.12807 -0.90497 0.02817
3 C 0.24141 0.29768 -0.01056
4 N -0.82549 1.01180 -0.02334
5 O -3.19543 -0.30976 -0.04119
6 S 0.35843 -1.36069 0.16107
7 H 1.98604 1.09345 0.89492
8 H 2.20501 1.11959 -0.84679
9 H 2.58282 -1.41751 -0.78188
10 H 2.74743 -1.25198 0.96078
11 H -4.14611 -0.09286 0.13344
12 H -0.84929 1.98408 -0.35107
13 H -1.76965 0.41602 -0.08617
14 H -3.13117 -1.23418 0.01530

Results of the Mulliken charge analysis, in e, for atoms 1 through 4: atom 1 (C): -0.6876, atom 2 (C): -0.3564, atom 3 (C): 0.5543, atom 4 (N): -0.2860